155
Properties=species:S:1:pos:R:3:forces:R:3 method="wB97M-V/def2-TZVPD" multiplicity=2 total_charge=+4 lumo_ev="-8.260 / -12.987" gap_ev="8.035 / 3.307" s_squared=0.766
K -19.3213 1.4420 -0.4186 -0.010 -0.152 -0.091
P -17.0029 3.5733 -2.4395 -0.290 -0.887 0.069
F -16.8826 3.0758 -4.0195 0.169 1.625 0.978
F -18.6512 3.3270 -2.5057 0.902 1.183 -0.143
F -16.9641 1.9240 -2.1074 0.676 0.991 0.509
F -17.1084 3.8903 -0.8420 -0.369 0.026 -0.924
F -15.3703 3.7257 -2.2748 -1.412 -0.025 -0.835
F -17.1750 5.2614 -2.8200 0.303 -3.109 0.256
C -13.7231 6.5060 -3.6161 -1.425 -1.802 -0.158
N -13.4123 6.0633 -5.0693 -1.316 -0.124 -1.033
C -14.1603 4.7805 -5.5949 0.253 0.957 1.539
C -13.9268 7.1861 -5.9852 0.844 0.332 -0.190
C -11.9327 5.7091 -5.0788 0.643 2.268 0.655
C -11.2040 5.4309 -6.3641 0.244 -0.694 -0.047
O -11.1467 6.5311 -7.2925 -1.001 -1.692 0.707
H -13.4364 5.6943 -2.9474 0.513 0.071 -0.126
H -14.8043 6.5136 -3.4782 -0.186 0.140 -0.473
H -13.3666 7.4669 -3.2450 0.643 -0.089 -0.931
H -15.2373 4.9395 -5.5414 0.126 0.167 0.028
H -13.9012 3.9654 -4.9192 0.085 -0.064 -0.147
H -13.8479 4.5924 -6.6221 0.127 0.188 0.212
H -13.6337 7.1057 -7.0319 0.669 -0.485 0.266
H -13.5260 8.1238 -5.6003 -0.187 -0.025 -0.067
H -15.0143 7.2021 -6.0582 0.013 -0.161 0.856
H -11.8398 4.9518 -4.3005 0.229 -0.228 -0.366
H -11.4441 6.6153 -4.7209 -0.129 0.132 0.549
H -11.5706 4.4471 -6.6573 -0.671 0.409 -1.799
H -10.2101 5.0526 -6.1251 0.400 0.648 0.569
H -10.4784 7.1463 -6.9820 0.311 0.053 -0.016
C -19.0881 4.8143 -5.4848 -1.379 0.416 -1.124
N -20.4747 4.4565 -6.0254 0.233 -2.072 -0.968
C -20.2919 4.0503 -7.5360 -1.275 1.830 0.808
C -20.8300 3.0827 -5.3796 0.278 0.867 0.454
C -21.5491 5.6059 -5.7543 0.907 -0.809 0.082
C -22.9940 5.1932 -5.9596 0.331 0.350 0.440
O -23.3076 4.7225 -7.2553 0.320 0.129 0.849
H -19.1896 4.8439 -4.4000 0.547 0.153 -0.205
H -18.8210 5.7421 -5.9908 -0.064 0.382 0.610
H -18.3758 4.0977 -5.8938 -0.205 -0.312 0.601
H -20.0589 4.9937 -8.0298 0.368 -0.268 -0.264
H -21.2793 3.7561 -7.8916 0.169 -0.139 0.030
H -19.5473 3.2669 -7.6774 -0.020 0.243 0.394
H -21.4941 2.4635 -5.9828 -0.323 0.624 0.018
H -21.1885 3.2465 -4.3634 -0.281 0.026 -0.149
H -19.9021 2.5199 -5.2781 0.153 0.245 -0.145
H -21.3160 6.5424 -6.2610 0.591 -0.475 -0.614
H -21.4283 5.8285 -4.6941 0.079 -0.157 0.139
H -23.5848 6.0857 -5.7536 0.087 0.177 0.191
H -23.2044 4.5465 -5.1078 -0.570 -0.814 -0.536
H -23.8918 5.4071 -7.5896 -0.260 -0.301 -0.661
C -17.7680 9.4232 -0.2458 -0.725 -0.346 -0.813
N -18.1739 7.9416 -0.0127 1.498 -0.131 -0.161
C -16.9173 7.0856 -0.2114 -0.805 0.350 -1.043
C -18.6522 7.8199 1.3794 0.584 0.070 0.663
C -19.1981 7.3850 -0.9998 -2.150 0.263 -0.172
C -20.7320 7.7905 -0.6927 2.111 0.322 -1.584
O -20.7092 9.2241 -0.6674 -0.667 -0.577 1.447
H -16.9781 9.8126 0.3966 -0.092 -0.779 0.418
H -18.6554 10.0448 -0.1269 0.105 -0.243 0.052
H -17.4018 9.5095 -1.2688 -0.150 -0.125 -0.057
H -16.7197 7.2246 -1.2743 0.361 -0.184 0.028
H -17.1692 6.0341 -0.0737 -0.006 0.229 0.315
H -16.0400 7.3952 0.3566 -0.474 0.278 0.307
H -19.4838 8.5184 1.4724 -0.056 -0.443 0.447
H -17.8073 8.0979 2.0094 -0.154 0.522 0.071
H -18.8183 6.7814 1.6657 -0.802 0.051 -0.453
H -19.0991 6.3056 -1.1148 0.225 -0.061 0.672
H -19.0023 7.7640 -2.0028 0.437 0.396 0.145
H -21.1799 7.2255 0.1247 0.350 0.960 0.843
H -21.3743 7.4724 -1.5139 0.366 -0.250 -0.482
H -20.4995 9.5907 -1.5295 -0.252 -0.240 -0.246
C -15.5579 -0.1048 1.2359 -1.080 0.158 -2.103
C -15.2899 1.1083 2.0945 -0.096 -1.447 0.688
C -15.0108 2.3533 1.2429 1.000 -1.018 1.237
N -13.8954 3.1729 1.8370 -0.067 1.601 0.033
C -14.2376 3.7788 3.2168 1.384 -1.442 -0.578
C -12.5374 2.3894 1.9899 -0.308 1.213 -1.776
C -11.4624 3.4874 1.6677 -1.206 -0.271 2.256
C -12.0991 4.4430 0.6672 -0.311 0.310 -0.058
C -13.6316 4.3546 0.8622 0.745 -0.929 -0.437
H -16.3423 0.1753 0.5328 -0.724 0.005 -0.102
H -15.9132 -1.0313 1.6868 0.413 0.259 0.448
H -14.7935 -0.3053 0.4851 0.703 -0.255 0.512
H -14.4892 0.7275 2.7286 0.576 0.923 0.096
H -16.1253 1.1583 2.7930 -0.110 0.726 -0.102
H -15.8898 2.9835 1.1073 0.177 -0.015 -0.088
H -14.5621 2.0329 0.3026 -0.487 0.024 -0.290
H -15.1913 4.3051 3.2568 0.208 -0.112 -0.240
H -13.3535 4.3718 3.4508 -0.469 0.480 0.120
H -14.1626 2.9209 3.8850 -0.668 0.215 0.252
H -12.5378 1.9117 2.9696 0.306 0.200 -0.209
H -12.4610 1.6628 1.1810 -0.582 -0.305 0.180
H -11.4096 3.9724 2.6424 0.747 0.458 -0.112
H -10.4853 3.0565 1.4490 -0.216 0.129 -0.237
H -11.9178 5.5042 0.8378 0.884 -0.192 0.176
H -11.7390 4.2255 -0.3384 -0.435 -0.134 -0.142
H -14.0216 5.3012 1.2362 -0.151 -0.396 0.459
H -14.1268 4.1606 -0.0893 -0.166 -0.257 0.181
C -16.2326 -2.7491 -2.7623 0.228 1.824 -1.909
C -16.5052 -1.6480 -3.8626 -0.270 -0.725 0.005
C -15.8970 -1.9211 -5.2338 -0.091 0.077 -0.398
N -16.0131 -0.7474 -6.2864 -0.662 -0.512 -0.422
C -17.4971 -0.1865 -6.3771 0.972 -1.731 0.892
C -15.6011 -1.2876 -7.7027 1.295 0.255 0.383
C -14.9643 -0.0946 -8.4616 -2.211 -0.111 -0.248
C -14.5068 0.8245 -7.3673 1.422 0.544 0.569
C -15.0523 0.3743 -6.0088 0.034 1.204 -0.129
H -15.1749 -2.6920 -2.5050 -0.050 -0.482 0.101
H -16.5319 -3.6880 -3.2281 -0.039 -0.244 0.970
H -16.8188 -2.3135 -1.9532 -0.097 -1.103 0.323
H -16.2176 -0.7134 -3.3810 -0.038 0.381 -0.564
H -17.5786 -1.7112 -4.0412 -0.205 0.574 0.343
H -16.3786 -2.7748 -5.7106 -0.466 0.139 0.015
H -14.8712 -2.2832 -5.1650 0.410 0.828 -0.220
H -18.1663 -1.0417 -6.4719 0.256 -0.287 -0.028
H -17.7230 0.4206 -7.2537 0.814 0.362 0.251
H -17.7004 0.2214 -5.3869 0.035 0.564 -0.390
H -16.4253 -1.8208 -8.1764 -0.034 0.258 0.167
H -14.7721 -1.9771 -7.5430 -0.284 -0.336 0.362
H -15.7442 0.3946 -9.0451 -0.107 0.064 -0.060
H -14.2088 -0.3419 -9.2074 0.091 -0.424 0.433
H -14.7397 1.8720 -7.5588 -0.009 -0.071 -0.109
H -13.4237 0.7334 -7.2860 -0.037 0.331 -0.093
H -15.5092 1.2155 -5.4875 -0.813 -0.219 -0.147
H -14.2199 0.1972 -5.3278 -0.201 -1.312 -0.145
C -22.8617 3.5474 -0.7937 -2.196 0.373 0.682
F -24.2320 3.6696 -0.9322 2.317 -0.489 0.001
F -22.3773 2.7977 -1.7870 0.079 -0.225 0.111
F -22.3373 4.7471 -0.8830 0.414 0.740 -0.402
S -22.5798 2.8798 0.9327 -4.109 -3.965 1.631
O -23.3854 3.7506 1.8030 2.247 -1.351 -2.581
O -22.9967 1.4590 0.8654 1.111 2.831 -0.630
N -20.8997 2.7717 1.1753 -2.404 -4.381 -5.168
S -20.6784 3.7837 2.1783 0.573 7.888 9.091
O -20.8398 5.1309 1.6152 1.415 -0.440 0.058
O -21.3952 3.6274 3.4567 2.200 -0.395 -2.072
C -18.8074 3.6100 2.7447 -2.916 1.836 1.752
F -18.5253 2.3822 3.0326 0.836 -1.830 -0.447
F -17.9926 4.1049 1.8103 0.847 0.069 -0.113
F -18.6553 4.2884 3.9412 0.024 -0.237 -2.189
C -12.7194 0.7989 -2.6309 2.915 -1.588 -2.340
F -13.0003 -0.3678 -3.2845 0.078 0.882 0.787
F -13.6475 1.6356 -2.7539 -3.004 2.124 -0.952
F -12.5264 0.6106 -1.3731 0.864 -0.763 1.262
S -11.1167 1.5861 -3.4890 0.740 0.540 4.338
O -11.1781 3.0152 -3.1790 -0.798 -1.499 -1.279
O -9.9739 0.9087 -2.8844 -1.935 0.405 -1.874
N -11.4684 1.2843 -5.1377 -1.457 0.115 2.376
S -10.1355 1.1350 -5.8176 4.534 -0.784 -4.311
O -9.2754 2.3182 -5.6686 -0.937 -1.420 -0.078
O -9.3978 -0.1333 -5.5165 -1.172 1.696 -0.186
C -10.5806 1.0024 -7.7920 0.418 -1.635 0.193
F -11.3636 -0.0866 -8.0165 0.709 0.756 0.725
F -11.2410 2.0596 -8.1397 -0.686 1.177 0.137
F -9.4991 0.9010 -8.5411 -0.269 -0.013 1.168